Here is C34H32N6O2PSe2W as an isolated structure from the Open Molecules 2025 dataset. Energies are from ωB97M-V/def2-TZVPD.

- E_LUMO (alpha / beta) (eV) = -4.46 / -4.46
- total charge = +1

Last column: Löwdin charge in e.
Atoms and positions in Å:
W -0.3417 -0.4421 0.0147  1.09
C 3.5684 -0.1011 5.7889  -0.04
C 2.9789 0.1251 4.4270  -0.26
C 2.6379 1.4063 3.9946  -0.01
C 2.0387 1.6089 2.7722  0.00
C 1.7838 0.5477 1.8959  -0.23
N 1.1501 0.8045 0.6586  -0.18
C 1.6053 1.9328 -0.0358  -0.33
C 2.9614 2.2118 -0.2161  -0.01
C 3.3661 3.3250 -0.9206  -0.01
C 2.4424 4.1980 -1.4987  -0.25
C 2.9016 5.3714 -2.3136  -0.04
C 1.0942 3.9234 -1.3350  0.03
C 0.6835 2.8168 -0.5997  -0.13
N -0.7111 2.6087 -0.4049  -0.03
C -1.6617 3.5537 -0.3607  -0.01
C -2.8949 2.9387 -0.4287  0.00
C -2.6206 1.5853 -0.5240  -0.12
N -1.2877 1.3796 -0.5101  -0.12
C 2.1364 -0.7319 2.3248  -0.12
C 2.7058 -0.9349 3.5817  0.03
N 1.9456 -1.8868 1.5139  -0.04
C 2.6983 -3.0044 1.5497  -0.02
C 2.0711 -3.9726 0.7998  -0.01
C 0.9198 -3.3633 0.3188  -0.15
N 0.8502 -2.0985 0.7466  -0.15
H 4.2489 0.7055 6.0592  0.08
H 4.1199 -1.0392 5.8345  0.08
H 2.7854 -0.1377 6.5484  0.09
H 2.8181 2.2548 4.6426  0.12
H 1.7379 2.6029 2.4734  0.13
H 3.6883 1.5334 0.2108  0.13
H 4.4241 3.5158 -1.0479  0.12
H 3.7983 5.8180 -1.8859  0.08
H 2.1348 6.1427 -2.3715  0.08
H 3.1408 5.0634 -3.3330  0.09
H 0.3559 4.5630 -1.8010  0.12
H -1.3921 4.5918 -0.2789  0.14
H -3.8575 3.4154 -0.4039  0.11
H -3.2820 0.7359 -0.5467  0.08
H 2.9132 -1.9439 3.9125  0.12
H 3.6269 -3.0183 2.0913  0.14
H 2.4118 -4.9730 0.6067  0.11
H 0.1655 -3.7450 -0.3476  0.08
N -3.6603 -0.5468 1.7871  0.01
C -3.0414 0.2536 2.8325  -0.18
C -1.6000 0.5775 2.5006  -0.56
O -1.0659 1.6290 2.7343  0.11
O -0.9463 -0.4528 1.9104  -0.26
H -4.6679 -0.4873 1.8627  0.08
H -3.4000 -1.5234 1.8609  0.07
H -3.0326 -0.2058 3.8309  0.13
H -3.5627 1.2053 2.9311  0.13
Se -1.7517 -1.7181 -1.2107  0.33
P 1.0065 -2.4735 -3.0551  0.72
Se 1.2735 -0.5215 -1.9001  0.49
C 0.7307 -1.8407 -4.7458  -0.47
C 1.4899 -0.8303 -5.3347  -0.11
C 1.2372 -0.4386 -6.6366  -0.07
C 0.2271 -1.0562 -7.3681  -0.07
C -0.5313 -2.0612 -6.7918  -0.08
C -0.2829 -2.4488 -5.4812  -0.11
C 2.7654 -3.0137 -3.1911  -0.44
C 2.9746 -4.0632 -4.0904  -0.11
C 4.2256 -4.6341 -4.2391  -0.08
C 5.2943 -4.1729 -3.4811  -0.08
C 5.0958 -3.1382 -2.5815  -0.08
C 3.8399 -2.5623 -2.4350  -0.14
H 2.2904 -0.3561 -4.7778  0.09
H 1.8317 0.3445 -7.0885  0.11
H 0.0363 -0.7513 -8.3886  0.11
H -1.3173 -2.5426 -7.3580  0.11
H -0.8835 -3.2278 -5.0263  0.10
H 2.1497 -4.4327 -4.6903  0.10
H 4.3673 -5.4394 -4.9475  0.11
H 6.2741 -4.6167 -3.5953  0.11
H 5.9236 -2.7659 -1.9919  0.10
H 3.7157 -1.7531 -1.7261  0.05

Here is C34H32O6PRuS3 as an isolated structure from the Open Molecules 2025 dataset. Energies are from ωB97M-V/def2-TZVPD.

- E_LUMO (alpha / beta) (eV) = 0.14 / 0.14
- total charge = 0
- spin multiplicity = 2
- ΔE to the lowest compared entry with this formula, charge and spin (kJ/mol) = 140.45

Last column: Mulliken spin population.
Atoms and positions in Å:
Ru -0.2679 0.4604 0.8252  0.85
C -4.8225 -5.0747 -1.0643  0.00
C -3.9372 -4.7665 -2.0880  0.00
C -3.1980 -3.5941 -2.0418  0.00
C -3.3412 -2.7125 -0.9741  0.00
C -4.2404 -3.0229 0.0446  0.00
C -4.9717 -4.2000 0.0038  0.00
P -2.3850 -1.1487 -0.7469  0.00
C -1.6386 -0.9566 -2.4099  0.01
C -0.3032 -1.0672 -2.7808  -0.01
C 0.0912 -0.8368 -4.0931  0.00
C -0.8391 -0.4879 -5.0567  0.00
C -2.1753 -0.3566 -4.6978  0.00
C -2.5638 -0.5787 -3.3914  0.00
C -1.0372 -1.7326 0.3527  -0.02
C -0.0309 -2.6716 -0.0460  0.06
C 0.8630 -3.1877 0.8416  -0.01
C 0.7850 -2.8297 2.2086  0.01
C -0.2140 -2.0168 2.6563  -0.02
C -1.1514 -1.4774 1.7350  0.00
H -5.3973 -5.9912 -1.1013  0.00
H -3.8181 -5.4437 -2.9251  0.00
H -2.5088 -3.3657 -2.8460  0.00
H -4.3602 -2.3357 0.8758  0.00
H -5.6646 -4.4329 0.8023  0.00
H 0.4452 -1.2955 -2.0410  0.01
H 1.1391 -0.9239 -4.3559  0.00
H -0.5281 -0.3110 -6.0785  0.00
H -2.9115 -0.0709 -5.4388  0.00
H -3.6054 -0.4585 -3.1136  0.00
H -0.0225 -3.0185 -1.0683  0.00
H 1.6046 -3.9025 0.5101  0.00
H 1.4821 -3.2565 2.9188  0.00
H -0.3517 -1.7910 3.7038  0.00
O 0.5061 2.4321 1.2198  0.01
S 0.8093 3.0808 2.5439  0.00
C 2.4614 3.7756 2.2311  0.00
C 3.3620 2.8218 1.4472  0.00
C 3.1971 2.9625 -0.0679  0.00
C 3.7335 1.7506 -0.8283  0.00
S 2.4931 0.5148 -1.3120  0.00
O 1.7547 0.1247 -0.0647  0.01
C 1.5090 1.5910 -2.3471  -0.02
C 0.2381 2.0266 -2.0183  0.04
C -0.4703 2.7888 -2.9388  0.00
C 0.0930 3.1164 -4.1614  0.00
C 1.3748 2.6757 -4.4806  0.00
C 2.0784 1.9022 -3.5790  0.00
C 1.2878 1.8377 3.7278  0.02
C 1.1792 2.2189 5.0591  0.00
C 1.5570 1.3290 6.0489  0.00
C 2.0217 0.0667 5.7002  0.00
C 2.0997 -0.3076 4.3675  0.03
C 1.7272 0.5773 3.3664  0.08
H 2.8606 4.0399 3.2114  0.00
H 2.2764 4.6971 1.6750  0.00
H 3.1534 1.7922 1.7405  0.00
H 4.4013 3.0135 1.7248  0.00
H 3.7277 3.8537 -0.4122  0.00
H 2.1440 3.1134 -0.3072  0.00
H 4.4737 1.1897 -0.2534  0.00
H 4.1965 2.0290 -1.7775  0.00
H -0.2208 1.7832 -1.0609  0.00
H -1.4705 3.1180 -2.6904  0.00
H -0.4679 3.7084 -4.8721  0.00
H 1.8153 2.9162 -5.4392  0.00
H 3.0561 1.5128 -3.8410  0.00
H 0.7768 3.1926 5.3143  0.00
H 1.4691 1.6097 7.0899  0.00
H 2.3067 -0.6343 6.4738  0.00
H 2.4415 -1.2990 4.0998  0.00
H 1.7646 0.2756 2.3222  -0.07
O -3.6874 0.6617 3.3942  0.00
S -2.3792 0.4335 2.8742  0.01
O -2.3854 -1.0844 2.2507  0.00
O -2.0946 1.1771 1.6209  0.01
O -1.2955 0.4708 3.8288  0.01

Sequential largest force on an atom output: 1.03; 1.03 eV/Å
Sequential energy output: -7005.04064; -3396.97615 a.u.